Entry 1:
ORCA calculation (the ωB97M-V functional and the def2-TZVPD basis) on a structure of composition C22H62B2FInN4O7P.

Geometry as ORCA input:
```
! wB97M-V def2-TZVPD RIJCOSX def2/J DEFGRID3
* xyz -1 1
C -1.167 0.172 -1.750
B -0.624 -0.974 -0.800
O 0.049 -0.514 0.347
In -0.978 -3.169 -1.416
C 0.247 -4.807 -0.497
C 0.205 -4.903 1.030
C 0.528 -3.598 1.712
F 1.782 -3.132 1.295
B -0.625 -3.346 -3.704
O -0.046 -4.453 -4.305
O -0.841 -2.320 -4.628
P -3.378 -3.817 -0.811
C -4.338 -4.004 -2.395
C -4.227 -2.328 -0.067
H -1.443 1.081 -1.201
H -0.356 0.425 -2.448
H -2.011 -0.163 -2.361
H -0.531 -0.462 1.114
H 1.281 -4.750 -0.850
H -0.164 -5.743 -0.897
H -0.800 -5.205 1.347
H 0.895 -5.663 1.425
H 0.579 -3.694 2.803
H -0.206 -2.830 1.452
H 0.132 -5.113 -3.631
H -1.658 -1.857 -4.427
H -5.201 -4.655 -2.236
H -3.693 -4.474 -3.140
H -4.700 -3.055 -2.802
H -3.744 -1.373 -0.292
H -4.258 -2.454 1.018
H -5.262 -2.281 -0.416
C -2.406 -1.013 -9.686
C -3.578 -0.812 -8.731
C -3.302 -1.257 -7.291
O -3.297 -2.652 -7.089
C -2.086 -3.308 -7.430
N -4.772 -1.447 -9.298
H -2.326 -2.055 -9.997
H -2.553 -0.415 -10.586
H -1.462 -0.721 -9.224
H -3.779 0.264 -8.677
H -4.114 -0.878 -6.663
H -2.364 -0.818 -6.925
H -1.224 -2.678 -7.199
H -2.065 -3.602 -8.484
H -2.016 -4.201 -6.814
H -5.582 -1.200 -8.738
H -4.670 -2.451 -9.182
C -3.373 2.054 5.017
C -4.065 1.773 3.687
C -3.878 0.344 3.171
O -2.597 0.069 2.648
C -1.592 -0.245 3.587
N -3.655 2.788 2.714
H -2.304 2.221 4.878
H -3.785 2.957 5.467
H -3.504 1.227 5.718
H -5.143 1.893 3.842
H -4.566 0.188 2.336
H -4.131 -0.388 3.951
H -1.987 -0.826 4.427
H -1.083 0.643 3.971
H -0.856 -0.864 3.072
H -4.210 2.696 1.870
H -2.702 2.586 2.424
C 2.573 -0.613 2.893
C 2.442 0.331 4.082
C 3.571 1.360 4.193
O 4.814 0.855 4.644
C 5.590 0.196 3.663
N 2.269 -0.449 5.312
H 3.294 -1.409 3.082
H 1.624 -1.098 2.677
H 2.873 -0.077 1.992
H 1.527 0.917 3.944
H 3.283 2.108 4.938
H 3.706 1.881 3.234
H 5.484 0.680 2.686
H 5.321 -0.857 3.558
H 6.631 0.262 3.978
H 2.050 0.171 6.085
H 3.160 -0.874 5.550
C 4.153 6.561 3.602
C 4.551 5.178 3.096
C 6.046 5.018 2.800
O 6.496 5.649 1.617
C 6.745 7.034 1.723
N 3.702 4.829 1.958
H 4.080 7.278 2.783
H 3.173 6.512 4.075
H 4.869 6.943 4.332
H 4.331 4.460 3.893
H 6.248 3.955 2.652
H 6.647 5.354 3.657
H 7.168 7.286 2.701
H 5.844 7.633 1.566
H 7.469 7.292 0.950
H 3.842 3.857 1.700
H 4.006 5.364 1.150
*
```

E_tot: -2302.205629 hartree



Entry 2:
ORCA calculation (the ωB97M-V functional and the def2-TZVPD basis) on a structure of composition C22H62B3BrO23S.

Geometry as ORCA input:
```
! wB97M-V def2-TZVPD RIJCOSX def2/J DEFGRID3
* xyz 0 1
C -2.810 2.046 -5.154
C -2.531 1.842 -3.664
O -3.197 0.703 -3.162
C -2.388 -0.210 -2.443
C -2.167 0.274 -0.998
O -0.852 0.082 -0.506
C 0.173 0.843 -1.124
B 0.217 2.359 -0.713
O 1.417 2.903 -0.277
B 1.289 4.258 -0.339
Br 2.250 5.394 -1.549
O 0.340 4.831 0.498
B -0.815 4.133 0.306
C -2.056 4.306 1.257
S -3.536 4.607 0.324
O -3.799 3.505 -0.537
O -3.463 5.909 -0.245
O -0.849 3.248 -0.751
H -3.518 2.850 -5.302
H -1.888 2.350 -5.640
H -3.127 1.127 -5.628
H -1.455 1.771 -3.531
H -2.852 2.737 -3.142
H -2.978 -1.118 -2.398
H -1.470 -0.464 -2.972
H -2.553 1.284 -0.895
H -2.787 -0.353 -0.369
H 0.187 0.769 -2.214
H 1.109 0.409 -0.793
H -2.228 3.374 1.792
H -1.959 5.125 1.959
H -4.495 4.606 1.281
C 0.581 -3.805 -1.984
C 0.376 -4.329 -0.583
O -0.915 -3.950 -0.111
O 0.428 -2.395 -2.007
H 1.578 -4.042 -2.359
H -0.164 -4.245 -2.660
H 1.095 -3.878 0.101
H 0.488 -5.418 -0.550
H -1.578 -4.428 -0.626
H -0.288 -2.184 -1.388
C -3.520 -7.977 -2.244
C -4.133 -6.605 -2.074
O -3.111 -5.604 -2.095
O -2.567 -8.230 -1.216
H -4.285 -8.751 -2.189
H -3.018 -8.044 -3.218
H -4.618 -6.526 -1.103
H -4.867 -6.404 -2.858
H -2.772 -5.547 -2.998
H -2.095 -7.399 -1.077
C 2.665 4.834 4.639
C 3.365 4.943 3.306
O 2.875 3.949 2.393
O 2.838 3.536 5.196
H 3.065 5.562 5.343
H 1.588 5.019 4.512
H 4.429 4.745 3.425
H 3.229 5.941 2.883
H 1.969 4.194 2.169
H 2.774 2.914 4.459
C -1.542 -12.698 -1.138
C -0.604 -11.514 -1.235
O -1.022 -10.642 -2.282
O -1.587 -13.399 -2.372
H -1.210 -13.396 -0.369
H -2.553 -12.351 -0.887
H 0.398 -11.850 -1.496
H -0.562 -10.970 -0.286
H -1.832 -10.201 -1.994
H -1.571 -12.722 -3.062
C -3.217 -3.510 -5.579
C -4.231 -2.587 -6.222
O -5.197 -2.179 -5.255
O -3.865 -4.644 -5.013
H -2.492 -3.867 -6.311
H -2.684 -2.983 -4.776
H -4.778 -3.116 -7.000
H -3.743 -1.711 -6.660
H -4.766 -1.575 -4.636
H -4.686 -4.310 -4.625
C 3.820 -2.110 1.809
C 4.448 -1.927 0.445
O 3.892 -2.865 -0.479
O 4.018 -3.436 2.276
H 4.262 -1.430 2.536
H 2.740 -1.911 1.752
H 5.515 -2.137 0.490
H 4.300 -0.906 0.081
H 2.978 -2.601 -0.647
H 3.914 -4.010 1.506
C 4.130 8.183 2.038
C 5.245 9.204 1.981
O 6.211 8.934 2.998
O 3.511 8.188 3.317
H 3.364 8.402 1.294
H 4.532 7.178 1.845
H 4.854 10.198 2.187
H 5.725 9.205 0.997
H 6.681 8.127 2.759
H 4.222 8.304 3.964
C 2.704 7.012 7.954
C 1.844 8.050 8.640
O 0.780 8.455 7.777
O 3.228 7.524 6.737
H 3.545 6.724 8.585
H 2.106 6.116 7.736
H 2.428 8.946 8.845
H 1.441 7.665 9.582
H 0.163 7.718 7.699
H 2.521 8.049 6.337
*
```

E_tot: -5652.838182 hartree



Entry 3:
ORCA calculation (the ωB97M-V functional and the def2-TZVPD basis) on a cluster of 12 separate species, C22H64Cl4O10 in total.

Geometry as ORCA input:
```
! wB97M-V def2-TZVPD RIJCOSX def2/J DEFGRID3
* xyz 0 1
Cl -3.003 -2.940 3.895
C -2.189 -2.813 2.332
Cl -2.300 -4.418 1.578
H -2.697 -2.121 1.729
H -1.127 -2.602 2.432
Cl 1.743 0.453 -3.726
C 1.531 2.185 -3.569
Cl -0.163 2.541 -3.704
H 1.805 2.467 -2.597
H 2.136 2.712 -4.334
C -6.718 -1.619 0.754
C -5.696 -0.656 1.382
O -4.381 -0.907 0.915
H -6.209 -2.591 0.991
H -6.868 -1.477 -0.332
H -7.615 -1.516 1.314
H -5.638 -0.861 2.473
H -5.942 0.409 1.192
H -4.376 -1.252 -0.010
C -3.698 -3.974 -2.423
C -3.361 -2.528 -2.750
O -3.914 -1.501 -1.788
H -3.423 -4.165 -1.325
H -3.159 -4.646 -3.100
H -4.737 -4.182 -2.541
H -3.681 -2.371 -3.779
H -2.262 -2.433 -2.693
H -3.527 -0.640 -2.022
C 5.053 -2.997 -1.393
C 4.405 -3.913 -0.335
O 5.100 -3.858 0.881
H 5.947 -3.399 -1.738
H 5.132 -1.904 -1.076
H 4.420 -3.026 -2.323
H 4.418 -4.931 -0.710
H 3.372 -3.623 -0.076
H 5.935 -4.293 0.735
C 6.193 1.767 -1.544
C 5.119 1.223 -0.622
O 4.072 2.218 -0.518
H 7.168 1.263 -1.341
H 6.225 2.855 -1.319
H 5.988 1.613 -2.583
H 5.562 0.987 0.300
H 4.610 0.330 -0.985
H 3.330 2.018 0.043
C -2.263 2.034 3.159
C -2.487 2.304 1.693
O -2.289 1.194 0.876
H -1.174 1.825 3.323
H -2.768 1.099 3.357
H -2.709 2.785 3.826
H -1.833 3.124 1.414
H -3.460 2.724 1.518
H -3.073 0.651 1.091
C -5.795 2.062 -2.260
C -4.601 1.918 -3.161
O -3.573 1.339 -2.384
H -5.458 2.732 -1.453
H -5.990 1.075 -1.810
H -6.696 2.419 -2.677
H -4.296 2.844 -3.649
H -4.839 1.188 -3.930
H -3.199 1.866 -1.683
C 1.319 -2.703 3.282
C 2.849 -2.769 3.235
O 3.295 -4.087 3.348
H 0.951 -3.373 2.490
H 0.964 -1.677 3.074
H 1.065 -3.025 4.296
H 3.362 -2.188 4.028
H 3.209 -2.408 2.222
H 3.968 -4.187 2.687
C 3.624 1.908 3.190
C 2.197 2.232 2.748
O 2.008 1.781 1.412
H 4.320 2.124 2.364
H 3.618 0.786 3.304
H 3.950 2.352 4.148
H 1.900 3.306 2.768
H 1.528 1.756 3.462
H 1.289 1.049 1.344
C 0.546 4.641 -0.846
C 2.021 5.077 -1.355
O 1.850 5.378 -2.792
H -0.140 5.424 -0.876
H 0.548 4.378 0.218
H 0.066 3.865 -1.457
H 2.700 4.170 -1.277
H 2.488 5.855 -0.753
H 2.759 5.377 -3.189
C 1.291 -1.954 -0.742
C 0.332 -0.802 -0.585
O 0.018 -0.654 0.874
H 2.298 -1.721 -0.363
H 1.406 -2.207 -1.780
H 0.888 -2.819 -0.185
H -0.544 -0.899 -1.237
H 0.773 0.137 -0.925
H -0.795 -0.188 0.928
*
```

E_tot: -3469.636481 hartree
SMILES: ClCCl.ClCCl.CCO.CCO.CCO.CCO.CCO.CCO.CCO.CCO.CCO.CCO



Entry 4:
ORCA calculation (the ωB97M-V functional and the def2-TZVPD basis) on a cluster of 10 separate species, C22H64N6O10 in total.

Geometry as ORCA input:
```
! wB97M-V def2-TZVPD RIJCOSX def2/J DEFGRID3
* xyz 0 1
N -11.633 -29.554 6.047
C -10.837 -30.572 6.258
N -11.383 -31.728 6.059
O -9.599 -30.358 6.780
H -11.263 -28.603 6.158
H -12.710 -29.636 6.002
H -10.690 -32.546 6.277
H -12.039 -31.860 5.318
N -9.671 -28.732 1.876
C -9.760 -28.782 3.143
N -11.024 -28.912 3.507
O -8.678 -28.647 4.072
H -8.759 -28.643 1.409
H -10.461 -29.007 1.294
H -11.233 -29.214 4.489
H -11.775 -29.014 2.856
N -9.911 -35.039 4.258
C -9.913 -34.910 5.536
N -9.533 -33.743 6.056
O -10.251 -36.017 6.394
H -10.403 -35.843 3.936
H -9.607 -34.343 3.554
H -9.375 -33.985 7.049
H -9.004 -33.047 5.493
C -11.405 -33.494 -0.600
C -12.903 -33.529 -0.465
C -13.376 -34.716 0.379
O -13.391 -32.493 0.001
H -10.904 -33.535 0.357
H -11.016 -32.588 -0.998
H -11.061 -34.210 -1.320
H -13.257 -33.548 -1.518
H -13.034 -35.585 -0.167
H -14.474 -34.710 0.484
H -12.827 -34.795 1.288
H -14.354 -32.543 -0.018
C -6.788 -29.398 0.183
C -7.182 -30.527 -0.693
C -8.519 -31.146 -0.189
O -7.372 -30.306 -1.940
H -6.637 -29.649 1.277
H -7.484 -28.555 0.249
H -5.762 -28.989 0.081
H -6.506 -31.384 -0.688
H -9.321 -30.399 -0.178
H -8.387 -31.402 0.903
H -8.892 -31.935 -0.808
H -6.749 -30.697 -2.521
C -6.708 -33.317 4.643
C -7.113 -31.884 4.666
C -6.613 -31.126 3.404
O -8.343 -31.657 4.728
H -5.635 -33.366 4.456
H -7.305 -33.898 4.004
H -6.803 -33.807 5.655
H -6.661 -31.495 5.579
H -6.805 -31.766 2.517
H -5.533 -30.937 3.482
H -7.074 -30.169 3.168
H -8.487 -30.971 5.427
C -7.654 -35.584 -0.329
C -7.289 -35.176 1.099
C -6.198 -36.069 1.626
O -6.935 -33.997 1.299
H -8.584 -35.008 -0.567
H -7.919 -36.615 -0.509
H -6.908 -35.336 -0.993
H -8.163 -35.291 1.646
H -5.234 -35.834 1.286
H -6.353 -37.107 1.441
H -6.255 -36.030 2.708
H -7.728 -33.509 1.527
C -13.608 -34.058 4.216
C -13.963 -32.646 3.763
C -15.389 -32.354 4.065
O -13.207 -31.737 4.159
H -14.419 -34.782 3.948
H -13.410 -33.910 5.257
H -12.686 -34.424 3.835
H -13.957 -32.675 2.672
H -16.077 -32.985 3.526
H -15.615 -31.335 3.781
H -15.466 -32.512 5.140
H -13.429 -30.971 3.677
C -11.840 -28.109 -0.138
C -12.251 -29.574 -0.400
C -11.802 -30.080 -1.748
O -11.794 -30.287 0.472
H -12.307 -27.541 -0.878
H -10.769 -27.974 -0.251
H -12.118 -27.859 0.888
H -13.276 -29.618 -0.286
H -10.765 -30.004 -1.915
H -12.362 -29.696 -2.619
H -12.194 -31.086 -1.891
H -12.232 -31.145 0.337
C -10.379 -32.362 2.716
O -9.140 -33.048 2.701
H -10.465 -31.531 3.340
H -11.199 -33.097 3.001
H -10.529 -32.084 1.655
H -8.588 -32.573 3.399
*
```

E_tot: -1957.246467 hartree
SMILES: NC(N)=O.NC(N)=O.NC(N)=O.CC(C)O.CC(C)O.CC(C)O.CC(C)O.CC(C)O.CC(C)O.CO



| no. | Kohn-Sham gap (hartree) |
| --- | --- |
| 1 | 0.203 |
| 2 | 0.354 |
| 3 | 0.377 |
| 4 | 0.306 |